{"formula": "C22H34ClHfN4O9", "method": "ωB97M-V/def2-TZVPD", "e_homo_ev": -15.24, "total_charge": 3, "elements": ["C", "C", "N", "C", "C", "N", "C", "C", "H", "H", "H", "H", "H", "H", "H", "H", "H", "H", "H", "Hf", "Cl", "O", "O", "O", "O", "C", "C", "O", "H", "H", "H", "H", "H", "C", "N", "O", "O", "H", "H", "H", "C", "N", "O", "O", "H", "H", "H", "C", "C", "C", "C", "C", "C", "H", "H", "H", "H", "H", "H", "C", "C", "C", "C", "C", "C", "H", "H", "H", "H", "H", "H"], "coordinates": [[-0.9421, -1.0944, 4.9147], [-0.2378, -1.0200, 3.5666], [1.1727, -0.6383, 3.6457], [2.0680, -0.9719, 4.6235], [3.2720, -0.4338, 4.3025], [3.1289, 0.1267, 3.0473], [1.8775, -0.0953, 2.6424], [4.1107, 0.8433, 2.2324], [-2.0178, -1.0347, 4.7489], [-0.7212, -0.2435, 5.5645], [-0.7662, -1.9927, 5.5032], [-0.7373, -0.3314, 2.8931], [-0.2648, -2.0464, 3.1957], [1.8203, -1.4291, 5.5671], [4.2414, -0.4627, 4.7697], [1.5546, 0.0918, 1.6308], [4.2054, 1.8507, 2.6410], [3.6901, 0.9941, 1.2422], [5.0711, 0.3418, 2.2809], [2.0523, -3.6532, -2.7725], [-0.4924, -1.0081, -1.1899], [-0.6525, -1.4899, 0.1450], [-1.6598, -1.1954, -1.9765], [-0.0627, 0.3481, -1.2488], [0.5092, -1.8982, -1.8501], [2.2383, -3.2365, 1.4593], [2.6203, -4.4431, 0.6168], [2.2226, -4.2908, -0.7247], [2.6860, -3.2697, 2.4546], [1.1553, -3.1580, 1.5558], [2.6237, -2.3183, 1.0103], [2.2608, -5.4028, 0.9947], [3.7100, -4.5457, 0.6852], [-1.5856, -5.5799, -0.4083], [-1.3510, -5.2535, -1.8591], [-0.2867, -4.6705, -2.1267], [-2.1257, -5.6723, -2.6517], [-0.6744, -5.7207, 0.1571], [-2.2612, -6.4281, -0.4280], [-2.1350, -4.7079, -0.0490], [-1.8900, 1.3712, -4.2426], [-2.2066, 1.3572, -5.7017], [-2.0391, 2.3891, -6.3140], [-2.6893, 0.3353, -6.1346], [-1.0998, 0.6579, -4.0360], [-2.8009, 0.9884, -3.7830], [-1.7579, 2.3906, -3.8988], [1.6192, 3.6783, -3.9850], [1.9197, 4.9506, -4.3757], [2.6336, 5.8244, -3.5195], [3.0219, 5.4137, -2.2262], [2.6414, 4.1603, -1.8105], [1.9317, 3.2957, -2.6647], [1.0255, 2.9932, -4.5742], [1.7546, 5.3270, -5.3773], [3.0448, 6.7721, -3.8421], [3.6567, 6.0869, -1.6686], [2.9871, 3.8028, -0.8487], [1.7355, 2.3120, -2.2565], [-5.0777, 2.4631, 1.8498], [-4.4047, 1.3175, 2.2122], [-3.7625, 0.5739, 1.2057], [-3.7693, 0.9924, -0.1187], [-4.3481, 2.1915, -0.4798], [-5.0048, 2.9406, 0.5289], [-5.6957, 2.9497, 2.5921], [-4.5281, 0.9880, 3.2347], [-3.2259, -0.3333, 1.4597], [-3.3248, 0.3996, -0.9081], [-4.2261, 2.6367, -1.4562], [-5.4370, 3.9138, 0.3336]]}

***

{"formula": "C4H6N2O", "method": "ωB97M-V/def2-TZVPD", "smiles": "O=C1NN1C1CC1", "e_homo_ev": -9.09, "de_lowest_ev": 5.543, "elements": ["C", "C", "N", "C", "C", "N", "O", "H", "H", "H", "H", "H", "H"], "coordinates": [[-0.9485, 0.1997, -0.6457], [-0.0993, 1.4671, -0.5179], [0.3448, -1.5755, 1.1853], [0.6889, -1.2753, -0.1368], [0.0153, 0.6653, 0.7062], [1.0448, -0.2369, 0.9126], [1.2231, -1.7531, -1.0896], [1.0359, -2.2061, 1.5936], [-0.8372, -0.3068, -1.5929], [-1.9917, 0.2590, -0.3659], [-0.6343, 0.8628, 1.5551], [0.7656, 1.4802, -1.1697], [-0.6075, 2.4196, -0.4340]]}